# 1
This record from OMol25 describes a cluster of 15 separate species, C25H80ClO16S in total in a non-equilibrium geometry. The level of theory is the ωB97M-V functional and the def2-TZVPD basis.

Each line ends with the Mulliken charge.
Element x y z (Å)
C  0.4282  -0.5730  1.9202  -0.389
O  0.7983  -1.9290  1.9970  -0.299
C  -0.2084  -2.8791  1.7615  -0.812
C  -0.3773  -3.3067  0.3337  -0.591
C  -1.1723  -2.3474  -0.5646  0.036
C  -0.6535  -2.2405  -1.9847  -1.293
C  0.2431  -1.0400  -2.2886  -0.887
S  2.0525  -1.2455  -2.2639  0.439
C  2.5616  -0.4263  -3.8080  -1.158
C  3.1076  0.9763  -3.6477  -0.842
C  2.0743  1.9892  -3.1823  -0.099
Cl  2.9093  3.1963  -2.1641  -0.297
C  2.5154  -2.9834  -2.5896  -0.726
O  3.8329  -3.2188  -2.2190  -0.270
C  4.2156  -2.6853  -0.9431  -0.963
H  0.8745  -0.1460  1.0267  0.228
H  0.7826  -0.0165  2.7678  0.180
H  -0.6294  -0.3912  1.8421  0.018
H  0.0888  -3.7509  2.3208  0.503
H  -1.1526  -2.5733  2.1770  0.411
H  0.5741  -3.5140  -0.1275  -0.026
H  -0.9053  -4.2453  0.3603  0.438
H  -1.3369  -1.3841  -0.1296  0.324
H  -2.1485  -2.7769  -0.6805  0.223
H  -0.2598  -3.1839  -2.3141  0.644
H  -1.5280  -2.0626  -2.5846  0.253
H  0.0560  -0.2499  -1.5925  0.536
H  -0.0219  -0.6782  -3.2675  0.773
H  3.2653  -1.0567  -4.3152  0.639
H  1.6772  -0.4164  -4.4184  0.532
H  3.8844  0.9718  -2.9093  0.391
H  3.5036  1.2949  -4.5919  0.471
H  1.6037  2.5287  -3.9775  0.496
H  1.3010  1.5610  -2.5756  -0.084
H  2.4821  -3.1255  -3.6499  0.594
H  1.8737  -3.6735  -2.0720  0.435
H  3.4245  -2.7194  -0.2108  0.399
H  4.6256  -1.6990  -1.0567  0.395
H  5.0123  -3.3014  -0.5788  0.298
C  -4.8232  -2.0979  -2.2205  -0.729
O  -3.7612  -1.5238  -2.9828  -0.472
H  -4.6837  -3.1764  -2.2154  0.300
H  -4.8050  -1.7292  -1.1907  0.177
H  -5.7917  -1.8673  -2.6692  0.421
H  -3.8901  -0.5689  -2.9825  0.266
C  -4.2500  -1.9617  2.2893  -0.680
O  -3.5248  -0.9983  1.5092  -0.400
H  -4.4505  -2.8276  1.6639  0.289
H  -3.6611  -2.2723  3.1526  0.298
H  -5.1945  -1.5379  2.6290  0.278
H  -3.3572  -0.2407  2.0777  0.190
C  5.2983  5.2312  -4.5417  -0.580
O  5.0948  5.4583  -3.1525  -0.432
H  5.5927  6.1744  -4.9921  0.267
H  6.0919  4.4972  -4.7083  0.276
H  4.3759  4.8853  -5.0202  0.224
H  4.8325  4.6196  -2.7600  0.271
C  6.6547  3.3179  -0.5715  -0.506
O  5.6048  2.4362  -0.9962  -0.411
H  7.5899  2.9512  -0.9845  0.234
H  6.4740  4.3272  -0.9458  0.155
H  6.7320  3.3443  0.5135  0.301
H  4.7814  2.7699  -0.6208  0.254
C  -0.6991  1.3740  5.4653  -0.390
O  -1.6371  1.0773  4.4273  -0.437
H  0.2359  0.8764  5.2212  0.030
H  -0.5199  2.4493  5.5323  0.291
H  -1.0575  1.0055  6.4292  0.269
H  -2.4621  1.5192  4.6452  0.282
C  -4.5369  -1.9291  6.6166  -0.523
O  -5.1855  -2.1892  5.3741  -0.468
H  -4.2829  -0.8717  6.6503  0.264
H  -5.2012  -2.1661  7.4459  0.169
H  -3.6227  -2.5198  6.7051  0.253
H  -5.4055  -3.1257  5.3633  0.276
C  -2.8324  2.6341  -2.3850  0.228
O  -3.8326  2.0971  -3.2549  -0.578
H  -1.8605  2.2513  -2.6934  -0.070
H  -2.8176  3.7211  -2.4501  -0.065
H  -3.0288  2.3253  -1.3534  0.214
H  -4.6792  2.4520  -2.9622  0.302
C  -7.0220  -3.4835  0.6678  -0.338
O  -6.5571  -4.5035  1.5505  -0.501
H  -7.0627  -2.5535  1.2260  0.213
H  -6.3331  -3.3673  -0.1740  0.024
H  -8.0214  -3.7195  0.2956  0.358
H  -6.5232  -5.3270  1.0574  0.292
C  3.4051  -0.6855  3.9186  -0.425
O  3.0047  0.3937  4.7624  -0.545
H  3.1102  -0.4362  2.9031  0.031
H  4.4846  -0.8232  3.9508  0.372
H  2.9041  -1.6099  4.2148  0.275
H  3.2625  0.1775  5.6627  0.300
C  -0.8549  6.3864  -3.3223  -0.540
O  -1.8288  5.7112  -2.5248  -0.481
H  -0.3142  5.6342  -3.8899  0.180
H  -1.3324  7.0795  -4.0182  0.286
H  -0.1490  6.9347  -2.6948  0.261
H  -2.3026  6.3818  -2.0251  0.245
C  -5.3134  5.4719  -3.3292  -0.333
O  -6.2752  4.7796  -2.5327  -0.514
H  -4.7650  4.7330  -3.9071  0.155
H  -5.8080  6.1644  -4.0140  0.324
H  -4.6175  6.0170  -2.6882  0.103
H  -6.7627  5.4292  -2.0202  0.287
C  4.8440  -6.9700  -1.7994  -0.482
O  5.7805  -6.4057  -2.7116  -0.508
H  5.0416  -8.0353  -1.7355  0.269
H  4.9568  -6.5261  -0.8057  0.218
H  3.8205  -6.8179  -2.1566  0.200
H  5.6039  -5.4629  -2.7680  0.292
C  9.0679  6.1732  -1.7515  -0.458
O  8.3326  6.5707  -0.5968  -0.502
H  10.0040  5.7325  -1.4211  0.236
H  8.5033  5.4314  -2.3247  0.140
H  9.2843  7.0360  -2.3858  0.282
H  7.5068  6.9601  -0.8972  0.296
C  -5.8427  -4.7768  9.2044  -0.541
O  -5.2611  -4.6737  7.9039  -0.439
H  -6.3017  -3.8203  9.4371  0.213
H  -6.6104  -5.5530  9.2285  0.256
H  -5.0809  -4.9967  9.9556  0.277
H  -4.8562  -5.5205  7.6991  0.261

Its charge is +1. As for the max |F|: 0.020 hartree/bohr. For the HOMO-LUMO gap, the calculation gives 0.343 Eh. As for the calculated total energy: -3062.15424 hartree. As for the spin multiplicity: 1.

---

# 2
This record from OMol25 describes a cluster of 19 separate species, C25H84BBrClF3O19PS in total in a non-equilibrium geometry. The level of theory is the ωB97M-V functional and the def2-TZVPD basis.

Each line ends with the Mulliken charge.
Element x y z (Å)
C  -0.4656  -4.1655  -0.8664  -1.043
C  -0.6921  -3.2587  0.3729  0.781
Br  0.8607  -3.4764  1.5686  -0.274
C  -0.8524  -1.8113  -0.0594  -1.344
B  -1.1559  -0.6887  1.1217  0.300
S  -1.7815  -1.4896  2.7961  0.099
C  0.0705  0.3886  1.3470  -0.115
C  0.9776  0.1532  2.5697  -0.421
C  0.4370  0.7964  3.7942  0.558
F  0.3305  2.1534  3.7869  -0.323
C  -0.0245  0.1527  4.8668  -0.018
F  -1.1209  0.4842  5.5399  -0.254
F  0.5455  -0.9184  5.4168  -0.256
P  -2.5979  0.4220  0.3601  -0.216
O  -3.9002  -0.5830  0.0925  -0.422
Cl  -3.1550  1.6522  2.0047  -0.233
H  0.5743  -4.4877  -0.8719  0.191
H  -1.0865  -5.0626  -0.8373  0.249
H  -0.6184  -3.5948  -1.7801  0.214
H  -1.5979  -3.6270  0.8471  0.230
H  -1.7108  -1.8352  -0.7454  0.475
H  0.0082  -1.5268  -0.6745  0.064
H  -3.0960  -1.6583  2.5875  -0.022
H  -0.3526  1.3927  1.4584  0.071
H  0.6713  0.3940  0.4407  0.151
H  1.1540  -0.9037  2.7766  -0.068
H  1.9659  0.5900  2.3608  0.393
H  -4.2246  -0.9421  0.9316  0.299
C  0.1224  -3.5991  7.4159  -0.617
O  -0.1026  -4.0548  6.0890  -0.354
H  -0.0161  -4.4435  8.0878  0.242
H  1.1407  -3.2135  7.5272  0.269
H  -0.5894  -2.8111  7.6724  0.203
H  0.0121  -3.3085  5.4887  0.254
C  0.9138  -3.2131  -4.2321  -0.617
O  -0.1859  -2.3376  -3.9839  -0.488
H  1.4567  -3.3436  -3.2991  0.210
H  0.5555  -4.1862  -4.5777  0.326
H  1.5812  -2.7809  -4.9818  0.334
H  -0.6569  -2.2343  -4.8144  0.256
C  -2.0548  -5.3858  3.0224  -0.252
O  -3.1360  -5.2247  2.0955  -0.521
H  -1.6895  -4.3959  3.2859  -0.024
H  -2.4019  -5.8937  3.9277  0.320
H  -1.2452  -5.9583  2.5689  0.170
H  -3.4509  -6.1019  1.8646  0.265
C  2.5317  3.2337  -0.9521  -0.396
O  1.4551  2.6918  -0.1966  -0.263
H  3.2285  2.4299  -1.1819  0.185
H  2.1575  3.6626  -1.8858  0.127
H  3.0514  4.0030  -0.3721  0.224
H  0.8425  3.4084  -0.0061  0.117
C  4.1611  -5.2255  -5.1189  -0.383
O  3.1754  -5.1064  -6.1474  -0.525
H  3.6738  -5.6009  -4.2214  0.218
H  4.9417  -5.9184  -5.4217  0.162
H  4.6023  -4.2516  -4.9039  0.270
H  3.6241  -4.7728  -6.9288  0.281
C  0.9088  -8.3186  3.9191  -0.554
O  -0.1523  -8.2300  2.9778  -0.434
H  1.2205  -7.3023  4.1478  0.200
H  0.5818  -8.8037  4.8431  0.303
H  1.7614  -8.8680  3.5077  0.269
H  -0.4423  -9.1205  2.7638  0.247
C  -2.7850  5.3279  -0.2641  -0.487
O  -2.3981  3.9737  -0.1223  -0.232
H  -2.3462  5.7060  -1.1848  0.020
H  -3.8743  5.4139  -0.3320  0.266
H  -2.4237  5.9261  0.5804  0.299
H  -2.7898  3.6207  0.6904  0.132
C  2.2597  4.9674  2.3549  -0.380
O  3.3938  5.5378  1.6944  -0.540
H  1.5465  4.6672  1.5956  0.001
H  2.5577  4.0886  2.9285  0.251
H  1.7938  5.7041  3.0145  0.361
H  4.0236  5.7995  2.3704  0.286
C  8.0015  -5.1757  -3.2868  -0.535
O  7.0282  -5.0541  -4.3166  -0.416
H  7.4920  -5.5550  -2.4045  0.194
H  8.7940  -5.8762  -3.5663  0.243
H  8.4488  -4.2079  -3.0458  0.254
H  7.4656  -4.7164  -5.1037  0.260
C  -5.8395  5.1672  -2.9509  -0.579
O  -5.3848  6.4836  -3.2509  -0.473
H  -4.9806  4.5025  -2.9940  0.220
H  -6.2692  5.1304  -1.9468  0.253
H  -6.5837  4.8346  -3.6802  0.304
H  -6.1422  7.0758  -3.2047  0.259
C  3.4369  -6.0036  0.4856  -0.534
O  2.3924  -5.8910  -0.4658  -0.388
H  3.7670  -5.0016  0.7471  0.217
H  3.0822  -6.5025  1.3925  0.165
H  4.2881  -6.5620  0.0790  0.301
H  2.0960  -6.7778  -0.6870  0.232
C  -0.0259  5.3584  -2.8516  -0.474
O  1.3049  5.8157  -3.1195  -0.514
H  -0.2470  4.5340  -3.5234  0.278
H  -0.1077  5.0135  -1.8187  0.117
H  -0.7415  6.1663  -3.0222  0.304
H  1.4821  6.5395  -2.5131  0.275
C  -3.4095  -2.5598  7.3804  -0.381
O  -3.6983  -3.2566  8.5958  -0.533
H  -2.7695  -3.1966  6.7748  0.110
H  -4.3251  -2.3495  6.8235  0.324
H  -2.8854  -1.6244  7.5918  0.215
H  -4.2629  -2.6905  9.1277  0.284
C  5.3823  -7.2444  -8.5853  -0.628
O  6.0251  -6.4516  -7.5942  -0.457
H  4.8530  -6.5668  -9.2507  0.218
H  6.1083  -7.8170  -9.1692  0.297
H  4.6604  -7.9300  -8.1350  0.279
H  6.4902  -7.0440  -6.9969  0.275
C  -5.7606  10.1212  -1.7439  -0.507
O  -6.9584  9.3647  -1.8992  -0.510
H  -4.9195  9.4459  -1.8817  0.167
H  -5.7060  10.9197  -2.4902  0.331
H  -5.7091  10.5551  -0.7416  0.268
H  -7.7059  9.9552  -1.7772  0.277
C  -2.4693  10.5376  -0.5109  -0.595
O  -2.2862  9.3419  -1.2571  -0.425
H  -2.8705  10.2622  0.4610  0.229
H  -1.5174  11.0581  -0.3740  0.275
H  -3.1749  11.2027  -1.0182  0.247
H  -1.9324  9.5744  -2.1198  0.259
C  4.4125  2.6872  -4.4337  -0.450
O  3.0514  2.9004  -4.7739  -0.490
H  4.7869  1.8485  -5.0166  0.234
H  5.0035  3.5775  -4.6717  0.242
H  4.5175  2.4486  -3.3717  0.166
H  2.7426  3.6475  -4.2486  0.291
C  -4.8508  4.5363  4.6800  -0.600
O  -4.5723  3.2840  4.0827  -0.420
H  -5.6111  5.0240  4.0730  0.208
H  -5.2358  4.4223  5.6993  0.267
H  -3.9612  5.1742  4.7074  0.246
H  -3.8958  2.8374  4.6014  0.258

Its charge is -1. As for the max |F|: 0.034 hartree/bohr. For the HOMO-LUMO gap, the calculation gives 0.207 Eh. As for the calculated total energy: -6530.40680 hartree. As for the spin multiplicity: 1.

---

> Number 1 is which compound?

C25H80ClO16S

---

> What is the spin multiplicity in the second record?

1

---

> What is the formula in the second record?

C25H84BBrClF3O19PS

---

> spin multiplicity of number 1 (C25H80ClO16S)?

1